# 1
{
  "formula": "C49H32I4N7PdSSe",
  "method": "wB97M-V/def2-TZVPD",
  "total_energy_ev": -173813.429,
  "charge": 1,
  "homo_energy_ev": [-8.61, -10.23],
  "s2": 6.125,
  "max_force_ev_per_a": 1.95,
  "multiplicity": 5,
  "elements": ["H", "H", "C", "H", "C", "C", "H", "H", "H", "C", "C", "H", "H", "C", "H", "C", "H", "H", "C", "C", "C", "H", "H", "C", "H", "C", "C", "C", "C", "C", "C", "H", "C", "C", "C", "C", "C", "C", "H", "C", "C", "I", "C", "H", "C", "C", "H", "H", "N", "Se", "N", "C", "C", "S", "C", "C", "H", "I", "H", "H", "N", "H", "Pd", "N", "C", "N", "H", "H", "H", "I", "C", "H", "I", "H", "H", "H", "H", "H", "C", "C", "C", "N", "C", "C", "C", "C", "C", "C", "C", "C", "N", "C", "C", "C", "C"],
  "xyz": [[2.9567, -3.1056, -0.9138], [-0.5750, -3.9747, 1.0744], [-2.0391, 3.2624, 0.2048], [-3.9768, 4.1472, 0.3824], [-0.6166, 0.4700, 3.6931], [-2.7594, -4.4865, 3.5814], [4.0010, 3.6814, 0.4996], [-3.3619, -3.0125, 5.0219], [-3.1140, 3.3705, 4.0559], [-1.9108, -2.2534, 3.6646], [-6.3955, 0.7405, -4.5175], [-1.3143, 7.6573, 2.4084], [2.5917, 4.9417, -1.8040], [4.1200, -0.1692, -1.9707], [-1.0450, 2.4826, 4.4064], [1.4918, -2.7268, 0.6903], [-3.2375, 5.3793, 5.4745], [4.0714, 3.9705, -1.8782], [-1.0594, -2.4847, 2.5610], [4.7078, 0.0468, -4.6649], [1.7128, -1.2809, -1.0034], [1.5799, 3.4659, -3.8061], [2.5815, 4.7405, 0.5429], [-3.9509, -0.5202, -4.1954], [1.9015, 2.3422, 1.1207], [-2.2836, 6.6386, 4.0266], [0.6090, -1.6215, 0.8816], [-2.1062, 4.3588, 2.4464], [0.6028, -0.7099, -3.0473], [-2.9299, 2.6401, -2.4720], [-6.2648, -0.6154, -4.7819], [-0.2973, -0.0463, 4.5770], [3.4886, -0.4657, -4.2668], [-5.3150, 1.4566, -4.0464], [3.1494, -0.5541, -2.9110], [-4.0694, 0.8371, -3.8556], [0.2170, -0.3340, -4.4035], [-1.7149, 6.7209, 2.7641], [3.1653, 2.6513, -3.7927], [-0.9831, 1.7806, 3.6001], [-0.6149, -0.0633, 2.3655], [-7.9413, -1.7427, -5.3750], [2.2117, -2.4845, -0.4566], [1.6214, -3.5532, 1.3603], [-1.6411, 5.5913, 1.9772], [-1.8240, 3.1773, 1.6410], [3.8957, -0.2457, -0.9163], [-4.9279, -2.2936, -4.8471], [0.8165, -0.7410, -0.1310], [-2.8142, -0.3677, -0.9691], [-0.5744, 1.8656, -2.8997], [-5.0357, -1.2419, -4.6366], [1.8278, -0.8803, -2.4055], [-1.2278, 3.1488, -2.2243], [-3.7782, 3.2751, -1.5433], [-1.5263, -0.2113, -2.2796], [6.0603, 0.6472, -1.6275], [-2.3783, 8.3650, 5.2373], [-2.0088, -5.7033, 1.9851], [-7.3474, 1.2252, -4.6692], [2.2721, 2.8685, -1.9330], [-1.9434, -1.2808, 4.1237], [-0.0406, 1.0584, -0.3956], [2.1538, 2.7067, 0.2125], [5.6294, 0.4598, -3.7157], [-0.9731, 0.8933, 1.5030], [-5.4268, 2.5092, -3.8386], [0.7907, -0.6776, -5.2463], [-1.3227, 0.5976, -5.5510], [-4.0182, -5.9839, 4.3686], [3.0598, 4.0123, -1.4684], [2.8006, -0.8006, -5.0245], [7.4661, 1.3149, -4.3119], [-1.1707, 5.6363, 1.0044], [1.6645, 1.7233, -3.5453], [-3.0050, -1.0283, -4.0745], [-4.8413, 3.3302, -1.7191], [4.9362, 0.1418, -5.7143], [-2.7318, -3.2304, 4.1732], [-2.7037, 4.3043, 3.7063], [3.0202, 3.8674, 0.0559], [-1.0477, 2.8327, -0.5857], [5.3400, 0.3341, -2.3652], [-1.5596, 0.9287, -3.3551], [-0.9344, 0.3324, -4.5828], [-2.9426, 1.5421, -3.3052], [-3.2926, 3.6835, -0.3124], [-1.2545, 2.0472, 2.2160], [2.1665, 2.6647, -3.3487], [-1.1347, -3.7643, 1.9709], [-0.4577, -0.9101, -2.2037], [-1.9644, -4.7415, 2.4712], [-0.3137, -1.4166, 1.9570], [-2.7917, 5.4360, 4.4937], [1.7411, 2.1751, -0.9439]]
}


# 2
{
  "formula": "C49H33AlN3PS2",
  "method": "wB97M-V/def2-TZVPD",
  "total_energy_ev": -93370.504,
  "charge": 0,
  "homo_energy_ev": -6.35,
  "max_force_ev_per_a": 4.62,
  "elements": ["H", "C", "H", "H", "C", "H", "H", "N", "C", "H", "H", "N", "H", "C", "C", "C", "C", "H", "H", "H", "H", "C", "C", "C", "C", "H", "H", "C", "C", "C", "H", "H", "H", "C", "C", "C", "C", "H", "C", "C", "C", "C", "C", "C", "C", "C", "C", "C", "H", "C", "H", "C", "H", "C", "C", "S", "C", "C", "H", "C", "C", "H", "H", "N", "H", "H", "C", "H", "C", "C", "C", "Al", "P", "H", "C", "C", "H", "H", "C", "H", "C", "H", "C", "C", "C", "C", "S", "H", "C"],
  "xyz": [[-0.6766, -3.7386, -3.8138], [-1.9037, 1.3963, 3.2962], [-2.9863, -1.2314, 5.1704], [-1.8216, 8.0903, 3.1572], [6.2705, 0.0599, -2.6751], [-2.3306, 3.3676, 4.0359], [1.2860, 2.1216, -5.9924], [5.5913, -0.0957, 4.7883], [3.5390, -0.0570, -1.9787], [6.3019, 1.9284, -1.6065], [-2.4100, 1.6068, 0.1194], [-0.7000, 1.2720, 1.2121], [-0.9056, 3.1067, -5.4285], [1.6530, -2.7486, -0.8914], [-2.5126, -0.6970, 4.3502], [-1.4974, 7.2227, 2.5957], [3.6173, -0.0496, 3.1054], [2.9209, 1.9093, 3.7140], [-0.1810, -3.0273, 0.3141], [-0.6038, -1.0455, -1.0455], [3.5591, -1.9309, -3.0813], [-1.2483, 3.4609, 2.1621], [-0.2397, 1.4989, -2.4897], [-1.2975, -0.6820, 2.2465], [-0.6870, -2.6303, 1.1899], [-2.9863, 1.2314, 5.1704], [2.1625, -1.9434, 0.6721], [3.4005, -1.1335, 2.2467], [-0.0176, -3.4655, -2.9936], [1.7030, 1.0811, 2.1455], [-2.2506, 5.6086, 3.8976], [-1.8216, -8.0903, 3.1573], [2.5034, 0.7538, -4.3624], [-2.5126, 0.6970, 4.3502], [-2.0088, 1.8020, -0.8706], [-1.9037, -1.3963, 3.2962], [-0.9496, 2.2868, -3.4235], [-0.0008, -1.4060, -3.5493], [-1.7250, 5.8705, 2.9884], [-1.8674, 2.8006, 3.2337], [1.4912, 0.0000, 1.2928], [-1.4974, -7.2226, 2.5957], [-0.8113, -7.3012, 1.4088], [1.2258, -1.7497, -1.7864], [-2.1929, 2.8245, -3.0525], [-0.6870, 2.6303, 1.1899], [1.5420, 1.1715, -4.0754], [0.4262, -4.4390, -2.1034], [5.9320, -1.8198, -3.6681], [-2.7189, 2.5821, -1.7813], [-2.3306, -3.3676, 4.0359], [4.7082, -0.0751, 4.0354], [-0.1810, 3.0273, 0.3141], [4.3451, 1.0239, -1.5797], [2.7647, 1.0592, 3.0525], [-0.4490, -5.7589, 0.7809], [5.6982, 1.0825, -1.9248], [1.0023, 0.9369, -2.8043], [3.9224, 1.8391, -0.9946], [-1.2975, 0.6820, 2.2465], [2.3371, -1.1058, 1.3419], [4.0552, -2.0025, 2.2764], [7.3224, 0.1037, -2.9443], [-0.7000, -1.2720, 1.2121], [1.0369, 1.9384, 2.0986], [-0.5041, 8.1919, 0.8780], [-1.2483, -3.4609, 2.1621], [-3.6820, 3.0017, -1.5024], [-1.8674, -2.8006, 3.2337], [4.1360, -1.0768, -2.7354], [0.8527, 1.9484, -5.0104], [0.0000, 0.0000, 0.0000], [1.7806, -0.0375, -1.4875], [-2.2506, -5.6086, 3.8976], [-1.7250, -5.8705, 2.9884], [-0.3858, 2.5037, -4.6879], [0.1172, -5.4733, -2.2276], [2.3046, -2.4959, -0.0562], [5.4902, -1.0191, -3.0804], [-0.5041, -8.1919, 0.8780], [-0.7736, 1.2645, -1.2270], [1.6072, -4.8344, -0.3477], [-1.2094, 4.9400, 2.0958], [-1.2094, -4.9400, 2.0958], [0.3762, -2.1324, -2.8345], [1.2611, -4.0808, -1.0500], [-0.4490, 5.7589, 0.7809], [-2.7592, 3.4356, -3.7516], [-0.8113, 7.3012, 1.4088]]
}


Look up the charge of the first one. +1